This record from the Open Molecules 2025 dataset describes one molecule with the formula C3H4P2. The level of theory is ωB97M-V/def2-TZVPD.

Element x y z (Å)
C: 0.00 -1.86 1.29
C: -0.35 -0.94 0.43
P: 0.19 -0.07 -0.98
P: -0.50 1.26 -2.43
C: 0.20 1.79 -0.73
H: -0.87 -1.92 1.96
H: 0.68 -2.74 1.26
H: -0.45 2.24 -0.08
H: 1.10 2.23 -0.73

Properties
Strongest force on any atom, hartree/bohr: 0.084
Total charge: 0
LUMO (spin up / spin down), eV: -0.718 / -1.159
Orbital gap (spin up / spin down), eV: 7.136 / 6.501
Multiplicity: 1
Structure (SMILES): C=C=P1=PC1